(1)
An isolated molecule of C5H5N3OS, computed with ωB97M-V/def2-TZVPD.

Output
highest occupied orbital energy (spin up / spin down): -5.86 / -9.85 eV
multiplicity: 3
total energy: -22612.1921 eV
⟨S²⟩: 2.05
energy relative to the best compared isomer or geometry (same formula, charge and spin): 125.8 kJ/mol

Cartesian coordinates (Å):
C: -1.13946 1.98341 0.39378
C: -0.75749 -1.41720 -0.74743
C: -1.17943 0.62667 0.00564
C: -0.15757 -0.12660 -0.68637
C: 2.27655 -0.58266 0.32064
N: -1.16053 3.02537 0.86839
N: -2.01718 -1.39999 -0.37924
N: -2.24830 -0.16325 0.02657
O: 1.29269 1.84247 -0.23033
S: 1.44344 0.55537 -0.97281
H: -0.38930 -2.41210 -0.99390
H: 3.37274 -0.32219 0.34508
H: 1.82648 -1.59093 0.41572
H: 1.96080 -0.11394 1.22449
H: -3.12344 0.09559 0.40976

=====

(2)
An isolated molecule of C5H11NO, computed with ωB97M-V/def2-TZVPD.

Output
highest occupied orbital energy: -8.37 eV
total energy: -8896.7752 eV
energy relative to the best compared isomer or geometry (same formula, charge and spin): 474.9 kJ/mol

Cartesian coordinates (Å):
C: -1.76918 -2.15587 0.65431
N: -1.28180 -1.37435 1.58135
C: -1.31104 0.04656 1.19976
C: 0.13469 0.51582 0.59754
C: 0.59120 -0.09083 -0.79378
C: 1.11057 1.05508 -1.74848
O: 2.23944 1.69881 -1.04244
H: -1.03345 -2.78212 0.21212
H: -2.86229 -2.17198 0.35855
H: -1.63396 0.59035 2.08371
H: -2.06394 0.22386 0.47499
H: 0.86714 0.41038 1.44258
H: -0.06498 1.59084 0.58975
H: -0.32512 -0.51112 -1.24880
H: 1.29517 -1.08775 -1.06314
H: 0.34173 1.86006 -1.89186
H: 1.49482 0.69772 -2.69929
H: 2.50454 0.98510 -0.44460

=====

(3)
An isolated molecule of CH4N2Si, computed with ωB97M-V/def2-TZVPD.

Output
highest occupied orbital energy (spin up / spin down): -8.91 / -8.86 eV
total energy: -11953.7487 eV
energy relative to the best compared isomer or geometry (same formula, charge and spin): 540.1 kJ/mol

Cartesian coordinates (Å):
C: -0.76115 0.39542 -0.38995
N: -1.81561 0.07163 0.17229
N: 2.26665 0.16711 -0.78578
Si: 1.10478 -0.37263 0.23512
H: -2.79424 0.34193 0.24156
H: -0.58355 1.15742 -1.14770
H: 1.23279 -1.79179 0.00887
H: 1.35032 0.03091 1.66559

=====

(4)
A structure of composition C24H33N3O6S, computed with ωB97M-V/def2-TZVPD.

Output
highest occupied orbital energy: -7.74 eV
total energy: -52991.2039 eV
energy relative to the best compared isomer or geometry (same formula, charge and spin): 2350.8 kJ/mol

Cartesian coordinates (Å):
C: -4.08777 -3.24503 0.31252
H: -4.76436 -4.08282 0.59077
O: -4.07008 -2.64120 1.65572
C: -3.15340 -1.44295 1.68605
C: -2.47554 -0.65065 0.63826
C: -1.57346 0.24941 0.70314
C: -1.26823 0.70562 1.96374
C: -2.22842 0.25308 3.06858
C: -3.02624 -0.85781 2.84037
H: -3.44941 -1.37398 3.77910
H: -2.14462 0.43613 3.96146
O: -0.75129 1.87008 1.99262
C: -0.37790 2.57215 3.48170
H: -1.42527 2.74036 3.76351
H: 0.22310 3.29787 3.24332
H: 0.06178 1.60281 4.04959
C: -0.85051 0.89124 -0.36742
N: 0.52587 0.54607 -0.45846
S: 0.64932 -1.09373 -0.39606
O: 2.20643 -1.31478 -0.91421
O: -0.22762 -1.73368 -1.22226
C: 0.72330 -1.59934 1.12356
C: 1.27172 -0.72896 2.12198
C: 1.25243 -0.97791 3.44073
C: 0.08346 -1.75710 3.93703
C: -0.26837 -2.76690 3.14200
C: 0.07221 -2.43418 1.79004
H: -0.68158 -3.24784 0.96742
H: -0.71072 -3.61727 3.35719
N: 0.16088 -2.08534 5.38655
C: -0.06802 -1.07866 6.27146
O: 0.26507 0.22655 6.06777
C: -0.40347 -1.62678 7.66313
H: 0.36479 -2.30240 7.98746
H: -1.33859 -1.90854 7.59322
H: -0.46893 -0.92597 8.34335
H: -0.39996 -2.81233 5.63055
H: 1.80177 -0.40434 4.21246
H: 1.90413 0.15464 1.75804
C: 1.24544 1.28375 -1.44282
C: 1.11523 1.10572 -2.68606
H: 1.08418 -0.05523 -3.14271
C: 2.12785 1.92142 -3.70225
N: 1.84149 1.97293 -5.03266
C: 1.77145 0.64852 -5.76771
H: 1.22140 -0.11699 -4.94438
C: 1.44859 0.68030 -6.99042
O: 2.20035 1.63947 -7.66680
C: 1.86370 2.92007 -7.23437
C: 2.50928 2.82034 -5.93728
H: 2.30715 3.85927 -5.33421
H: 3.50143 2.60860 -5.76947
H: 2.45949 3.56707 -7.67763
H: 1.06160 3.18109 -7.15960
H: 1.59209 -0.36626 -7.48341
H: 0.33185 0.71585 -7.12286
H: 2.89589 0.34298 -5.62806
H: 2.18240 2.91432 -3.38352
H: 2.95856 1.33422 -3.45391
H: 0.15379 1.36482 -2.91988
H: 2.27625 1.19244 -0.98396
H: 1.17096 2.36017 -0.93841
H: -1.16265 1.97874 -0.35730
H: -1.33373 0.45069 -1.51388
H: -2.52782 -1.22141 -0.40042
H: -3.10218 -3.45330 -0.11769
H: -4.54653 -2.48507 -0.37429

=====

(5)
An isolated molecule of C8H8O4, computed with ωB97M-V/def2-TZVPD.

Output
highest occupied orbital energy: -9.00 eV
total energy: -16611.6098 eV
energy relative to the best compared isomer or geometry (same formula, charge and spin): 413.3 kJ/mol

Cartesian coordinates (Å):
C: -3.86005 0.47666 0.11376
O: -2.47775 0.70328 -0.38149
C: -1.74520 -0.39025 0.00048
O: -2.32991 -1.47460 0.20298
C: -0.36178 -0.14074 -0.15187
C: 0.49862 -1.16998 0.11336
C: 1.89335 -1.12656 -0.08125
O: 2.44808 -2.37736 -0.16622
C: 2.49532 0.14966 0.07566
C: 1.74996 1.27662 0.15640
O: 2.14416 2.72651 0.04719
C: 0.37547 1.12691 0.06293
H: -4.45588 1.40951 -0.05157
H: -4.00411 -0.04055 1.27966
H: -4.51253 -0.21925 -0.46907
H: 0.33738 -2.17915 0.06678
H: 3.36457 -2.07191 0.05470
H: 3.58182 0.00767 0.35073
H: 1.23209 3.25051 -0.07252
H: -0.09408 2.00663 -0.51506

=====

(6)
The ion C5H6NO with charge +1, computed with ωB97M-V/def2-TZVPD.

Output
highest occupied orbital energy: -14.85 eV
charge: +1
total energy: -8808.0347 eV
energy relative to the best compared isomer or geometry (same formula, charge and spin): 474.4 kJ/mol

Cartesian coordinates (Å):
C: -0.17451 0.77462 -1.73187
C: -1.68703 1.43433 0.02000
C: -1.21607 0.68539 1.07541
C: 0.39714 -0.71167 0.02214
C: 1.74090 -1.04610 -0.14425
N: -0.95259 1.36052 -1.09018
O: 0.00472 0.01776 0.99978
H: -2.59518 2.11795 0.17180
H: -1.72021 0.59498 2.06810
H: -0.25173 -1.38386 -0.63366
H: 1.93278 -2.20360 0.02249
H: 2.58689 -0.53539 0.49619
H: 1.93488 -1.10492 -1.27596

=====

Repeat the second record exactly.
An isolated molecule of C5H11NO, computed with ωB97M-V/def2-TZVPD.

Output
highest occupied orbital energy: -8.37 eV
total energy: -8896.7752 eV
energy relative to the best compared isomer or geometry (same formula, charge and spin): 474.9 kJ/mol

Cartesian coordinates (Å):
C: -1.76918 -2.15587 0.65431
N: -1.28180 -1.37435 1.58135
C: -1.31104 0.04656 1.19976
C: 0.13469 0.51582 0.59754
C: 0.59120 -0.09083 -0.79378
C: 1.11057 1.05508 -1.74848
O: 2.23944 1.69881 -1.04244
H: -1.03345 -2.78212 0.21212
H: -2.86229 -2.17198 0.35855
H: -1.63396 0.59035 2.08371
H: -2.06394 0.22386 0.47499
H: 0.86714 0.41038 1.44258
H: -0.06498 1.59084 0.58975
H: -0.32512 -0.51112 -1.24880
H: 1.29517 -1.08775 -1.06314
H: 0.34173 1.86006 -1.89186
H: 1.49482 0.69772 -2.69929
H: 2.50454 0.98510 -0.44460

=====

Which formula does entry 6 have?
C5H6NO

=====

energy relative to the best compared isomer or geometry (same formula, charge and spin) of number 6 (C5H6NO)?
474.4 kJ/mol

=====

Among the records above, which one has the highest energy relative to the best compared isomer or geometry (same formula, charge and spin)?
C24H33N3O6S